<one>
Molecular formula: C3H3NO2S
Method: DFT, ωB97M-V with the def2-TZVPD basis set

Values from the calculation:
- structure (SMILES) = S=C1CON=CO1
- LUMO energy (eV) = -0.403

The geometry in XYZ format:
```
10
C3H3NO2S | the OMol25 dataset | ωB97M-V with the def2-TZVPD basis set
N -0.153 0.670 -1.546
O -0.630 -0.567 -1.247
O 1.162 0.506 0.395
C 0.746 1.061 -0.785
S 1.065 -1.518 1.920
H 1.249 2.087 -0.835
C 0.400 -0.563 0.906
H -1.506 -1.543 0.454
H -1.410 0.453 0.500
C -0.922 -0.585 0.236
```

What are the natural (NBO) partial charges on each atom? They are as follows, in elementary charge units: N -0.168; O -0.353; O -0.497; C 0.321; S 0.135; H 0.202; C 0.095; H 0.249; H 0.215; C -0.199

***

<two>
Molecular formula: C3H3NO2S
Method: DFT, ωB97M-V with the def2-TZVPD basis set

Values from the calculation:
- LUMO energy (eV) = -0.535

The geometry in XYZ format:
```
10
C3H3NO2S | the OMol25 dataset | ωB97M-V with the def2-TZVPD basis set
S 2.862 0.088 -0.454
C 0.981 0.175 0.442
O 0.149 -1.876 -0.143
H 0.040 -0.336 -1.470
H -1.087 -0.326 -0.092
C -0.097 -0.519 -0.386
H 0.603 0.860 1.329
N 1.915 -0.929 0.599
O 3.878 0.879 0.235
C 1.422 -2.113 0.232
```

What are the natural (NBO) partial charges on each atom? They are as follows, in elementary charge units: S 1.343; C -0.197; O -0.482; H 0.196; H 0.213; C -0.157; H 0.255; N -0.701; O -0.858; C 0.387

***

Stability check: which of them is most stable? <one>.

***

<one>
Molecular formula: C3H3NO2S
Method: DFT, ωB97M-V with the def2-TZVPD basis set

Values from the calculation:
- structure (SMILES) = On1occc1=S
- LUMO energy (eV) = -0.275

The geometry in XYZ format:
```
10
C3H3NO2S | the OMol25 dataset | ωB97M-V with the def2-TZVPD basis set
C -0.429 -0.750 -0.213
H 0.921 0.109 -2.555
C -0.586 -0.324 1.133
O 0.564 1.306 0.053
H -1.189 -0.921 1.828
C 0.007 0.871 1.237
H -0.006 1.665 2.062
N 0.296 0.258 -0.828
O 1.360 -0.076 -1.698
S -0.938 -2.137 -1.019
```

What are the natural (NBO) partial charges on each atom? They are as follows, in elementary charge units: C 0.026; H 0.494; C -0.371; O -0.285; H 0.266; C 0.176; H 0.234; N 0.099; O -0.489; S -0.150

***

<two>
Molecular formula: C3H3NO2S
Method: DFT, ωB97M-V with the def2-TZVPD basis set

Values from the calculation:
- LUMO energy (eV) = 0.626

The geometry in XYZ format:
```
10
C3H3NO2S | the OMol25 dataset | ωB97M-V with the def2-TZVPD basis set
H -1.342 1.482 0.159
S 1.369 -1.365 -1.397
C -0.296 -0.161 -0.148
C -1.492 0.554 0.459
H -1.544 0.416 1.582
N -0.242 -1.125 -0.978
C 1.923 -0.230 -0.197
H -2.332 0.094 0.198
O 3.091 -0.081 0.031
O 0.864 0.416 0.291
```

What are the natural (NBO) partial charges on each atom? They are as follows, in elementary charge units: H 0.228; S 0.457; C 0.537; C -0.638; H 0.236; N -0.599; C 0.564; H 0.232; O -0.554; O -0.464

***

Stability check: which of them is most stable? <two>.

***

<one>
Molecular formula: C4H14NO3
Method: DFT, ωB97M-V with the def2-TZVPD basis set

Values from the calculation:
- LUMO energy (eV) = -3.056
- net charge = +1

The geometry in XYZ format:
```
22
C4H14NO3 | the OMol25 dataset | ωB97M-V with the def2-TZVPD basis set
H 2.027 1.154 -1.456
N -0.362 1.310 1.142
H 0.383 -1.112 -1.351
C 0.221 -1.032 1.553
O 0.202 -0.430 2.857
H -0.985 0.723 -1.908
H -2.816 0.043 -2.744
H 1.299 -1.278 1.297
O -0.106 0.968 -1.558
H 2.479 0.545 0.066
H -1.329 1.698 0.884
H -1.445 -0.392 0.210
C -0.317 -0.151 0.446
H 0.958 -0.875 3.274
H -0.068 1.000 2.134
H -0.379 -1.973 1.719
C 0.481 -0.120 -0.847
H 0.335 1.884 0.679
C 1.991 0.258 -0.840
H 2.536 -0.496 -1.415
H -2.648 -1.321 -2.186
O -2.458 -0.405 -1.955
```

What are the natural (NBO) partial charges on each atom? They are as follows, in elementary charge units: H 0.259; N -0.745; H 0.210; C -0.128; O -0.723; H 0.503; H 0.494; H 0.196; O -0.751; H 0.215; H 0.462; H 0.253; C -0.062; H 0.513; H 0.476; H 0.221; C 0.064; H 0.440; C -0.671; H 0.246; H 0.496; O -0.968

***

<two>
Molecular formula: C4H14NO3
Method: DFT, ωB97M-V with the def2-TZVPD basis set

Values from the calculation:
- LUMO energy (eV) = -3.404
- net charge = +1

The geometry in XYZ format:
```
22
C4H14NO3 | the OMol25 dataset | ωB97M-V with the def2-TZVPD basis set
H 0.536 2.014 1.304
H 3.953 0.458 -1.230
H -0.536 1.772 -0.357
O -2.399 -1.406 0.897
H -0.342 -3.659 -1.206
H -1.885 2.968 1.592
H -2.532 1.238 1.442
H -0.113 -0.320 1.777
N 0.753 -0.527 -0.250
H 1.302 -1.339 0.127
C -0.358 1.546 0.796
C -0.344 0.057 0.760
H 1.476 0.120 -0.619
O -0.034 -2.963 -1.828
C -1.724 -0.569 0.296
H 0.253 -0.917 -1.227
C -1.549 1.917 1.685
H 0.646 -3.617 -2.181
O 3.017 0.684 -1.386
H 3.060 1.208 -2.253
H -1.340 1.601 2.678
H -1.839 -0.263 -0.814
```

What are the natural (NBO) partial charges on each atom? They are as follows, in elementary charge units: H 0.256; H 0.505; H 0.209; O -0.443; H 0.485; H 0.254; H 0.212; H 0.238; N -0.758; H 0.447; C -0.439; C -0.124; H 0.475; O -0.962; C 0.414; H 0.479; C -0.609; H 0.489; O -0.984; H 0.508; H 0.224; H 0.121

***

Stability check: which of them is most stable? <one>.

***

<one>
Molecular formula: C9H18N2O4
Method: DFT, ωB97M-V with the def2-TZVPD basis set

Values from the calculation:
- structure (SMILES) = CCCNNC(=O)OCCCOC(C)=O
- LUMO energy (eV) = 0.746

The geometry in XYZ format:
```
33
C9H18N2O4 | the OMol25 dataset | ωB97M-V with the def2-TZVPD basis set
O -1.363 0.279 -2.116
H -0.150 2.868 2.610
H 1.462 -3.691 -1.488
H 2.206 0.557 -0.777
O 3.235 -1.498 0.022
H -2.488 0.081 3.151
H -0.451 0.807 3.700
N -2.532 0.475 -0.072
H -2.545 1.565 2.238
H -3.113 -0.838 1.319
O 1.721 -1.266 -1.637
O -2.622 -1.424 -1.352
H -0.459 2.043 -1.485
H -0.078 -0.134 2.242
C -0.227 0.987 -1.589
H 1.314 1.717 -2.933
H 1.151 1.909 1.938
H 2.539 -3.988 -0.103
N -2.314 -0.251 1.156
C -2.164 -0.298 -1.187
H 3.044 0.203 -2.272
C -0.556 0.760 2.624
C -2.047 0.595 2.305
H -2.073 1.372 -0.041
C 1.788 -3.338 -0.517
H 0.005 0.560 -0.620
C 2.344 -1.956 -0.663
H -0.344 2.210 1.019
H 0.901 -3.296 0.104
C 0.967 0.784 -2.512
H 0.676 0.107 -3.305
C 0.075 2.003 1.995
C 2.097 0.101 -1.754
```

What are the natural (NBO) partial charges on each atom? They are as follows, in elementary charge units: O -0.514; H 0.208; H 0.237; H 0.190; O -0.601; H 0.208; H 0.206; N -0.512; H 0.173; H 0.373; O -0.513; O -0.585; H 0.177; H 0.214; C -0.076; H 0.216; H 0.218; H 0.236; N -0.468; C 0.885; H 0.193; C -0.412; C -0.235; H 0.364; C -0.716; H 0.184; C 0.800; H 0.181; H 0.248; C -0.449; H 0.244; C -0.607; C -0.066

***

<two>
Molecular formula: C9H18N2O4
Method: DFT, ωB97M-V with the def2-TZVPD basis set

Values from the calculation:
- structure (SMILES) = CC(C)C[C@H](N)C(=O)N[C@@H](CO)C(=O)O
- LUMO energy (eV) = 0.592

The geometry in XYZ format:
```
33
C9H18N2O4 | the OMol25 dataset | ωB97M-V with the def2-TZVPD basis set
C 3.311 1.421 -0.035
H -4.745 -2.497 -0.381
H 4.045 1.346 -0.875
H 2.002 0.155 1.129
C 0.320 -0.179 -0.819
O -3.339 2.143 -0.346
H 4.335 -0.630 1.470
H 3.852 1.813 0.829
H -4.247 -0.768 1.092
C -3.959 -0.781 0.006
C 2.662 0.069 0.248
O 0.383 -1.885 0.870
H 2.157 0.051 -1.854
O -2.232 1.568 1.522
N -0.097 1.213 -0.608
H -1.964 -1.574 1.232
C -2.593 -0.125 -0.151
O -3.872 -2.102 -0.477
H -2.452 2.513 1.695
C 3.729 -0.965 0.638
H 0.332 1.601 0.239
H 3.254 -1.918 0.912
H 4.396 -1.167 -0.211
H -4.714 -0.150 -0.561
C -2.731 1.325 0.291
H 1.932 -1.511 -1.077
H -0.147 -0.505 -1.745
H 2.578 2.198 -0.322
H -2.369 -0.079 -1.230
N -1.602 -0.893 0.568
C -0.273 -1.061 0.274
C 1.829 -0.428 -0.955
H 0.217 1.802 -1.370
```

What are the natural (NBO) partial charges on each atom? They are as follows, in elementary charge units: C -0.606; H 0.476; H 0.202; H 0.200; C -0.140; O -0.605; H 0.204; H 0.210; H 0.162; C -0.064; C -0.228; O -0.613; H 0.200; O -0.682; N -0.840; H 0.410; C -0.171; O -0.713; H 0.495; C -0.599; H 0.366; H 0.226; H 0.195; H 0.193; C 0.814; H 0.229; H 0.209; H 0.196; H 0.235; N -0.610; C 0.686; C -0.405; H 0.367

***

Stability check: which of them is most stable? <two>.

***

<one>
Molecular formula: CH5NO2
Method: DFT, ωB97M-V with the def2-TZVPD basis set

Values from the calculation:
- structure (SMILES) = [NH3+][O-].C=O
- LUMO energy (eV) = 0.380

The geometry in XYZ format:
```
9
CH5NO2 | the OMol25 dataset | ωB97M-V with the def2-TZVPD basis set
O -0.837 -0.139 1.071
H -0.952 -1.579 -1.844
O 0.958 -0.917 -1.701
H 0.129 1.154 2.180
N 0.232 0.679 1.197
C -0.222 -0.783 -1.637
H -0.639 0.086 -1.091
H 1.151 0.130 1.387
H 0.178 1.369 0.436
```

What are the natural (NBO) partial charges on each atom? They are as follows, in elementary charge units: O -0.730; H 0.109; O -0.534; H 0.370; N -0.391; C 0.295; H 0.110; H 0.380; H 0.393

***

<two>
Molecular formula: CH5NO2
Method: DFT, ωB97M-V with the def2-TZVPD basis set

Values from the calculation:
- structure (SMILES) = O=[NH+][O-].C
- LUMO energy (eV) = 0.164

The geometry in XYZ format:
```
9
CH5NO2 | the OMol25 dataset | ωB97M-V with the def2-TZVPD basis set
H -0.775 -0.822 -0.628
O 1.224 -1.326 0.959
H 0.972 0.160 2.147
N 1.404 -0.172 1.229
C -1.116 0.134 -0.984
H -0.303 0.655 -1.473
H -1.486 0.731 -0.159
H -1.917 -0.019 -1.692
O 1.996 0.658 0.601
```

What are the natural (NBO) partial charges on each atom? They are as follows, in elementary charge units: H 0.217; O -0.358; H 0.313; N 0.402; C -0.857; H 0.218; H 0.203; H 0.215; O -0.354

***

Stability check: which of them is most stable? <two>.

***

<one>
Molecular formula: C6H7N
Method: DFT, ωB97M-V with the def2-TZVPD basis set

Values from the calculation:
- LUMO energy (alpha / beta) (eV) = -0.930 / -0.935

The geometry in XYZ format:
```
14
C6H7N | the OMol25 dataset | ωB97M-V with the def2-TZVPD basis set
H 1.829 0.337 -0.682
C 1.668 -0.685 -0.299
C -0.131 1.850 0.048
C -0.830 -0.852 -0.024
H -1.151 0.892 1.630
H 1.537 -1.346 -1.164
H 2.548 -0.954 0.293
H 0.554 -0.486 1.597
C 0.441 -0.685 0.532
H -2.030 0.985 0.075
C -1.598 -1.486 -0.847
C -1.053 0.848 0.545
N 0.660 2.579 -0.380
H -2.445 -0.996 -1.323
```

What are the natural (NBO) partial charges on each atom? They are as follows, in elementary charge units: H 0.273; C -0.690; C 0.253; C -0.221; H 0.253; H 0.249; H 0.237; H 0.208; C 0.068; H 0.284; C -0.283; C -0.483; N -0.324; H 0.175

***

<two>
Molecular formula: C6H7N
Method: DFT, ωB97M-V with the def2-TZVPD basis set

Values from the calculation:
- LUMO energy (alpha / beta) (eV) = -0.806 / -1.124

The geometry in XYZ format:
```
14
C6H7N | the OMol25 dataset | ωB97M-V with the def2-TZVPD basis set
H -0.131 -1.266 -2.423
H 1.872 -0.533 -0.551
C 0.025 1.647 0.540
H 0.449 3.871 0.182
C -0.477 -2.366 0.956
C -0.058 -1.488 -0.004
H -1.104 -3.200 0.828
H -1.166 -0.213 -1.543
H -0.816 2.895 -0.908
C -0.267 -0.866 -1.410
C -0.214 3.024 0.048
H -0.179 -2.246 1.958
C 0.815 -0.476 -0.480
N -0.790 2.242 1.271
```

What are the natural (NBO) partial charges on each atom? They are as follows, in elementary charge units: H 0.226; H 0.227; C 0.222; H 0.198; C -0.340; C -0.037; H 0.205; H 0.235; H 0.179; C -0.483; C -0.349; H 0.203; C -0.081; N -0.405

***

Stability check: which of them is most stable? <one>.

***

<one>
Molecular formula: C6H7N
Method: DFT, ωB97M-V with the def2-TZVPD basis set

Values from the calculation:
- LUMO energy (eV) = 1.197

The geometry in XYZ format:
```
14
C6H7N | the OMol25 dataset | ωB97M-V with the def2-TZVPD basis set
H 2.449 0.071 0.821
C -1.593 0.552 0.049
C -0.407 0.689 1.011
C 1.985 0.045 -0.170
H -1.953 -1.722 -0.149
H -0.731 0.045 -2.111
H 2.238 -0.920 -0.627
N -0.132 -0.781 0.965
C -1.246 -0.910 -0.028
H 2.397 0.847 -0.785
H -2.650 0.601 0.207
C -0.667 0.013 -1.030
C 0.508 0.139 -0.014
H -0.197 1.330 1.863
```

What are the natural (NBO) partial charges on each atom? They are as follows, in elementary charge units: H 0.230; C -0.281; C -0.090; C -0.620; H 0.211; H 0.235; H 0.220; N -0.382; C -0.059; H 0.214; H 0.242; C -0.250; C 0.112; H 0.218

***

<two>
Molecular formula: C6H7N
Method: DFT, ωB97M-V with the def2-TZVPD basis set

Values from the calculation:
- LUMO energy (alpha / beta) (eV) = -0.138 / -0.006

The geometry in XYZ format:
```
14
C6H7N | the OMol25 dataset | ωB97M-V with the def2-TZVPD basis set
H 2.036 0.717 -1.091
H -0.289 2.007 -0.751
H 0.523 2.130 0.824
C -0.677 -0.939 -1.329
C 0.159 1.422 0.063
H 1.831 -1.518 0.377
C -0.800 0.444 0.711
C -1.231 -0.884 -0.022
H -2.146 -1.340 0.365
H -1.581 0.791 1.388
H -0.035 -1.828 -1.443
N -0.128 -0.768 1.024
C 1.226 0.467 -0.408
C 1.114 -0.703 0.290
```

What are the natural (NBO) partial charges on each atom? They are as follows, in elementary charge units: H 0.234; H 0.239; H 0.231; C -0.111; C -0.469; H 0.225; C -0.050; C -0.246; H 0.262; H 0.214; H 0.112; N -0.443; C -0.196; C 0.000

***

Stability check: which of them is most stable? <one>.